Below is one molecule with the formula C17H15N3O3 at a distorted geometry, with properties calculated with ωB97M-V/def2-TZVPD.

Results
molar mass	309.32	g mol⁻¹
charge	0
HOMO	-8.351	eV
spin multiplicity	1
energy	-1046.71437	a.u.
structure (SMILES)	O=C(Nc1cc2cc(-c3cnco3)ccc2cn1)[C@H]1CCCO1
energy relative to the best compared isomer or geometry (same formula, charge and spin)	438.63	kJ/mol

Each atom is followed by the atoms it is bonded to, with distances in Å.
CARTESIAN COORDINATES (ANGSTROEM)
1 O 1.783 -5.274 2.046  C6 1.229
2 N -2.523 1.989 -4.377  C7 1.310, C8 1.329
3 N 2.374 -1.101 1.628  C10 1.300, C13 1.350
4 O -0.451 2.911 -4.011  C7 1.415, C9 1.383
5 O -1.024 -3.510 0.716  C20 1.374, C23 1.437
6 C 1.230 -4.249 1.655  O1 1.229, N19 1.424, C23 1.553
7 C -1.640 2.870 -4.777  N2 1.310, O4 1.415, H24 1.119
8 C -1.867 1.279 -3.465  N2 1.329, C9 1.376, H25 1.057
9 C -0.576 1.727 -3.308  O4 1.383, C8 1.376, C12 1.462
10 C 1.913 -2.002 0.812  N3 1.300, C15 1.366, N19 1.371
11 C 0.930 2.294 -1.436  C12 1.435, C14 1.397, H26 1.067
12 C 0.256 1.278 -2.193  C9 1.462, C11 1.435, C16 1.416
13 C 2.224 0.202 1.312  N3 1.350, C17 1.399, H27 1.054
14 C 1.515 1.936 -0.220  C11 1.397, C17 1.404, H28 1.085
15 C 1.182 -1.669 -0.294  C10 1.366, C18 1.336, H29 1.079
16 C 0.441 -0.077 -1.826  C12 1.416, C18 1.349, H30 1.058
17 C 1.485 0.593 0.189  C13 1.399, C14 1.404, C18 1.375
18 C 1.001 -0.392 -0.640  C15 1.336, C16 1.349, C17 1.375
19 N 2.164 -3.313 1.128  C6 1.424, C10 1.371, H31 1.036
20 C -1.863 -2.572 1.266  O5 1.374, C21 1.510, H32 1.124, H33 1.150
21 C -1.756 -2.589 2.772  C20 1.510, C22 1.451, H34 1.094, H35 1.134
22 C -0.710 -3.527 3.135  C21 1.451, C23 1.569, H36 1.107, H37 1.101
23 C -0.318 -4.188 1.767  O5 1.437, C6 1.553, C22 1.569, H38 1.060
24 H -1.923 3.534 -5.633  C7 1.119
25 H -2.091 0.358 -2.995  C8 1.057
26 H 0.969 3.335 -1.672  C11 1.067
27 H 2.748 1.005 1.752  C13 1.054
28 H 2.029 2.610 0.457  C14 1.085
29 H 0.793 -2.536 -0.806  C15 1.079
30 H 0.047 -0.889 -2.380  C16 1.058
31 H 3.147 -3.435 1.435  N19 1.036
32 H -1.615 -1.582 0.796  C20 1.124
33 H -2.955 -2.821 1.005  C20 1.150
34 H -1.697 -1.523 3.012  C21 1.094
35 H -2.779 -2.885 3.161  C21 1.134
36 H -1.171 -4.254 3.831  C22 1.107
37 H 0.160 -3.148 3.695  C22 1.101
38 H -0.636 -5.200 1.776  C23 1.060